79
Properties=species:S:1:pos:R:3:forces:R:3 method="wB97M-V/def2-TZVPD" multiplicity=5 total_charge=+1 lumo_ev="-2.7 / -6.7" homo_ev="-9.953 / -10.060" homo_lumo_gap_ev="7.22 / 3.36"
Pd -0.814390 0.406749 -0.003974 -0.2 -0.2 -0.3
N -1.505668 -1.928248 2.493693 0.1 0.2 0.1
C -2.571981 -1.176009 2.034138 0.2 -0.2 0.0
N -3.806507 -1.307727 2.473545 0.0 0.1 -0.2
N -4.521919 -0.451933 1.703754 0.0 -0.1 0.2
N -3.763307 0.152811 0.868247 0.1 0.1 -0.3
N -2.492144 -0.281407 1.052533 -0.4 0.1 0.3
C -0.241053 -1.891326 1.965925 -0.3 -0.2 -0.2
N 0.811899 -2.461966 2.519650 0.1 0.2 0.0
N 1.824173 -2.209672 1.659591 0.0 -0.3 0.2
N 1.412285 -1.554244 0.645842 -0.2 0.2 -0.2
N 0.067532 -1.352765 0.774115 0.4 0.1 0.3
H -1.648418 -2.470696 3.329252 0.0 0.0 0.0
C 2.780319 1.571769 -0.405593 0.1 0.0 0.0
As 1.148756 1.107706 -1.319905 -0.1 0.0 -0.1
C 1.012596 2.557240 -2.610310 0.1 0.1 0.0
C 1.820774 -0.421512 -2.349524 0.0 -0.1 0.0
C 0.969292 -1.245317 -3.346643 0.0 0.3 0.1
C 1.946136 -2.239176 -3.983623 0.0 -0.1 0.0
C -0.155131 -2.042108 -2.663826 0.0 0.0 0.0
As -1.676142 -1.116529 -1.821552 0.2 0.0 0.0
C -2.558769 -2.624305 -1.003577 0.0 0.0 0.0
C -2.935910 -0.741478 -3.261985 -0.1 0.1 0.0
C 0.432618 -0.259467 -4.409855 0.0 0.0 0.2
As -0.197354 -1.024497 -6.075006 -0.2 0.2 -0.2
C 1.220595 -1.091581 -7.359918 0.1 -0.1 0.1
C -1.074696 -2.728459 -6.093478 0.1 -0.1 0.1
H 3.616360 1.545911 -1.105700 0.0 0.0 0.0
H 2.939027 0.854902 0.397625 0.0 0.0 0.0
H 2.676339 2.572126 0.012146 0.0 0.0 0.0
H 1.883895 2.582452 -3.266130 0.0 0.0 0.0
H 0.976765 3.485329 -2.039182 0.0 0.0 0.0
H 0.098552 2.494166 -3.196915 0.0 0.0 0.0
H 2.133758 -1.101768 -1.551400 0.1 0.0 0.0
H 2.722003 -0.069274 -2.861721 0.0 0.0 0.0
H 2.419769 -2.835312 -3.204130 0.0 0.0 0.0
H 2.738438 -1.726094 -4.532135 0.0 0.0 0.0
H 1.450383 -2.943408 -4.657139 0.0 0.0 0.0
H 0.288406 -2.591789 -1.827662 0.0 0.0 0.0
H -0.562421 -2.794844 -3.345885 0.0 0.0 0.0
H -2.727537 -3.398914 -1.752353 0.0 0.0 0.0
H -3.507243 -2.285744 -0.588905 0.0 0.0 0.0
H -1.930516 -3.004050 -0.200321 0.0 0.0 0.0
H -3.210721 -1.663471 -3.774304 0.0 0.0 0.0
H -2.573183 0.004022 -3.968291 0.0 0.0 0.0
H -3.831023 -0.337456 -2.787376 0.0 0.0 0.0
H 1.223289 0.413058 -4.754160 0.0 0.0 0.0
H -0.370919 0.362445 -4.012283 0.0 -0.1 0.0
H 1.767495 -0.152560 -7.360506 0.0 0.0 0.0
H 0.824083 -1.300180 -8.350087 0.0 0.0 0.0
H 1.868440 -1.908072 -7.034697 0.1 0.0 -0.1
H -1.912600 -2.742634 -5.405632 0.0 0.0 0.0
H -0.322519 -3.463980 -5.804586 -0.1 -0.1 0.0
H -1.414685 -2.923004 -7.108273 0.0 0.0 0.0
C 1.936970 0.277775 4.591341 0.0 -0.1 0.1
C 2.256453 1.747933 4.685002 0.0 0.2 0.1
C 3.154544 2.246969 3.576838 0.0 0.0 0.0
O 0.999314 2.510195 4.773081 0.0 -0.1 0.1
P 0.021499 3.059335 3.682302 0.0 0.2 0.3
S 0.651877 4.549233 2.561230 0.1 0.2 -0.1
S -0.387608 1.871507 2.159355 0.0 -0.2 -0.1
O -1.228413 3.478945 4.511198 0.0 0.1 0.1
C -1.973754 2.698428 5.517095 0.0 0.1 -0.1
C -2.203704 1.275101 5.056907 0.0 0.0 0.1
C -1.296172 2.811571 6.864474 0.0 0.0 0.0
H 2.856688 -0.302942 4.658937 0.0 0.0 0.0
H 1.464871 0.038810 3.645063 -0.1 0.0 -0.2
H 1.278496 -0.036326 5.400870 0.0 0.0 0.0
H 2.709944 1.972842 5.651198 0.0 0.0 0.0
H 2.702662 2.081281 2.599187 0.0 0.0 0.0
H 4.090102 1.687872 3.620524 0.0 0.0 0.0
H 3.375808 3.307804 3.680881 0.0 0.0 0.0
H -2.924729 3.231376 5.535679 0.0 0.0 0.0
H -1.265410 0.720661 4.984085 0.0 0.0 0.0
H -2.716369 1.239015 4.096878 0.0 0.0 0.0
H -2.831517 0.772052 5.793218 0.0 0.0 0.0
H -0.372191 2.238040 6.894603 0.0 0.0 0.0
H -1.970068 2.423244 7.628916 0.0 0.0 0.0
H -1.076517 3.851568 7.099623 0.0 0.0 0.0


14
Properties=species:S:1:pos:R:3:forces:R:3 method="wB97M-V/def2-TZVPD" multiplicity=1 lumo_ev="-0.3 / -0.5" homo_ev="-7.753 / -7.749" homo_lumo_gap_ev="7.41 / 7.22"
C 0.318589 -1.286349 0.013401 0.8 0.3 -0.1
C 1.769047 -1.220072 -0.061079 -0.9 2.1 0.0
C 2.309258 1.498413 0.471753 0.3 -1.1 -1.5
C -2.732546 0.421283 -0.179584 1.1 1.0 -1.3
N -0.457821 -0.278672 -0.047768 -1.7 0.2 0.4
O -1.873501 -0.695222 -0.013719 2.1 -0.2 0.4
S 2.834903 0.054958 -0.172226 -1.0 0.1 1.0
H -0.049102 -2.293010 0.047161 -0.5 -0.5 0.1
H 2.259872 -2.121836 -0.202100 0.9 -1.5 -0.3
H 1.256438 1.619078 0.776838 0.9 0.3 -0.2
H 3.041919 2.243166 0.108076 -0.9 0.0 0.8
H -2.008506 1.281636 -0.566145 -2.1 -1.5 0.4
H -3.195128 0.768228 0.787167 0.3 -0.5 -1.0
H -3.473424 0.008402 -0.961775 0.8 1.4 1.3


69
Properties=species:S:1:pos:R:3:forces:R:3 method="wB97M-V/def2-TZVPD" multiplicity=4 total_charge=-2 lumo_ev=3.5 homo_ev=-3.169 homo_lumo_gap_ev=6.66
Co -0.038420 -0.855660 1.489486 -0.7 0.2 -0.5
Cl -6.299546 -4.764038 3.190651 -0.2 0.0 0.0
C -5.094186 -3.599698 2.765569 1.0 1.1 -0.3
C -5.416604 -2.318916 2.259745 -1.1 0.2 -0.2
C -4.449947 -1.442916 1.832570 0.0 -0.6 -0.1
Cl -4.975252 0.090293 1.200583 0.0 -0.2 0.1
C -3.011307 -1.752294 1.823640 -1.5 0.3 0.9
O -2.188005 -0.941111 1.354582 0.5 -0.1 0.1
C -2.741966 -2.973569 2.516682 1.9 -0.5 -0.3
C -1.318054 -3.393880 2.731651 -2.8 0.0 0.0
O -0.297114 -2.814745 2.422256 0.6 0.5 -0.3
C -3.762897 -3.871950 2.901884 0.0 -1.0 0.1
H -6.486790 -2.021831 2.182635 1.0 -0.2 0.1
H -1.277367 -4.359071 3.258577 0.4 -0.2 0.1
H -3.540185 -4.893183 3.241311 0.4 0.6 0.1
C -2.369884 2.055083 0.640132 1.1 1.0 -0.3
C -1.368826 2.040077 1.729222 1.4 0.0 0.6
N -0.476276 1.112771 2.085929 0.4 2.3 1.7
C 0.305660 1.751342 3.110598 -1.3 0.0 -1.0
C -0.124845 3.065440 3.294722 0.7 -1.8 0.2
N -1.180349 3.186892 2.464189 -0.9 -0.5 -1.2
C 0.299998 4.209317 4.152559 0.3 0.6 1.0
O 1.302049 4.025709 4.970847 -0.2 -1.9 -1.0
O -0.300527 5.269070 4.098339 -0.5 -0.1 -0.5
C 1.206618 0.929806 3.955166 0.8 0.7 0.3
O 1.886671 1.593550 4.836759 -0.8 -0.5 -0.9
O 1.212727 -0.292523 3.747391 0.1 0.0 0.0
H -1.862500 2.400850 -0.321920 -0.9 -0.3 1.2
H -3.098555 2.765121 1.040720 -0.4 0.0 -0.8
H -2.811099 1.095196 0.529681 -0.2 -0.6 -0.3
H -1.823127 3.962924 2.472471 0.3 0.2 -0.1
H 1.561194 2.907971 4.843330 0.5 0.6 0.7
F -3.273524 0.483145 -4.904992 -0.2 0.0 0.0
C -2.480528 0.250691 -3.844911 0.5 0.8 -0.2
C -1.538018 1.214979 -3.465161 -1.0 -0.3 0.0
F -1.567046 2.414366 -4.078164 0.4 -0.4 0.1
C -0.768793 0.952591 -2.354658 0.5 0.3 0.2
F 0.190828 1.822573 -1.953864 -0.4 0.1 -0.2
C -0.906418 -0.214381 -1.583496 0.9 0.1 0.4
O -0.123353 -0.428710 -0.564995 0.0 -0.2 0.2
C -1.855140 -1.122252 -2.030695 0.7 -1.6 2.4
F -2.007258 -2.291856 -1.301195 0.0 1.0 -0.9
C -2.625210 -0.901251 -3.105403 -1.1 0.2 -1.3
F -3.594420 -1.764959 -3.426958 -0.1 -0.3 -0.2
C 3.785218 1.750782 -0.526080 -0.1 -0.1 1.0
C 3.700706 0.255485 -0.049210 -1.1 0.3 -0.9
C 3.878851 -0.720804 -1.292807 -0.7 2.1 0.7
C 4.690546 0.021086 1.052779 0.8 3.3 -0.4
N 2.330142 0.172670 0.568304 0.1 -1.6 -1.5
N 2.007398 -1.170225 1.102807 0.1 1.3 0.9
H 4.578811 1.875718 -1.235270 0.5 -0.1 -0.7
H 4.087404 2.410696 0.328942 -0.6 -0.6 -0.5
H 2.852603 2.137248 -0.987003 0.4 -0.4 0.3
H 4.910619 -0.670614 -1.583649 0.6 0.1 -0.4
H 3.238442 -0.355157 -2.130246 0.4 -0.5 0.6
H 3.675407 -1.743267 -1.060364 -0.4 -0.7 0.2
H 5.726934 0.200184 0.663006 -0.8 0.0 0.6
H 4.643678 -0.919484 1.454166 -0.1 -2.6 0.9
H 4.402853 0.756101 1.862964 0.7 -0.7 -0.7
H 1.691665 0.181693 -0.256369 0.1 0.5 0.8
H 2.427337 -1.250201 2.030252 -0.1 0.1 -0.2
H 2.296064 -1.955178 0.538833 0.1 0.0 -0.5
O 1.488493 -1.986252 -5.608803 0.7 0.4 -1.3
N 1.906797 -1.869576 -6.808098 -0.9 -1.7 1.7
C 2.057182 -0.663831 -7.301093 0.0 1.4 0.4
C 2.348498 -0.551235 -8.663124 0.4 -0.4 -2.1
N 2.549603 -0.557951 -9.810476 -0.1 0.2 1.1
C 1.928282 0.537115 -6.543167 -0.1 0.7 0.6
N 1.884058 1.534034 -5.953759 0.0 -0.6 -0.3


14
Properties=species:S:1:pos:R:3:forces:R:3 method="wB97M-V/def2-TZVPD" multiplicity=1 total_charge=+1 lumo_ev=-3.8 homo_ev=-11.609 homo_lumo_gap_ev=7.81
C -1.673866 -1.209996 0.454194 1.5 -0.1 2.3
C -1.669803 0.211278 0.201382 0.5 2.5 2.1
N 2.567390 -0.085352 -0.430299 -3.2 -1.0 1.5
N 1.065769 -0.151870 -0.190301 -1.3 -0.3 -1.5
N -1.666939 1.513594 0.501333 0.6 -1.2 -1.1
O -1.626306 -0.521474 -0.811601 -0.3 0.5 -2.8
H -0.672481 -1.579482 0.795059 -1.0 0.0 -0.6
H -2.583769 -1.742278 0.648150 -0.3 -0.1 0.1
H 2.765575 0.650542 -1.054944 0.9 1.0 -0.7
H 2.666840 0.136060 0.559320 1.5 0.0 -0.4
H 0.582840 -0.301320 -1.129091 1.5 0.2 1.0
H 2.903793 -0.999090 -0.706976 0.6 0.1 0.0
H -1.253402 1.861816 1.355100 -0.5 -0.9 0.8
H -1.405637 2.217576 -0.191320 -0.4 -0.7 -0.6